The following is a DFT calculation (wB97M-V/def2-TZVPD) of a 2-piece molecular cluster, CH2Cl4N2 overall.

Last column: natural (NBO) charge in e.
Element x y z (Å)
C1 0.493 0.145 -0.297  0.11
N1 0.427 1.279 0.261  -0.59
N2 -3.452 -0.806 0.390  -0.40
Cl1 0.283 -0.185 -2.010  -0.07
Cl2 -4.540 2.224 0.644  -0.25
Cl3 -2.903 0.726 0.072  0.50
Cl4 -4.315 -1.524 -0.949  0.14
H1 0.906 -0.720 0.087  0.19
H2 0.025 2.030 -0.323  0.36

## Properties
E_HOMO (spin up / spin down)	-10.66 / -10.15	eV
calculated total energy	-54134.0568	eV
HOMO-LUMO gap (spin up / spin down)	8.29 / 7.89	eV
M	183.85	g mol⁻¹
energy above the lowest of the compared OMol25 structures with the same formula, charge and spin	45.87	kcal/mol